Entry 1:
# C56H119F6N2O37P3S5

A 13-piece molecular cluster, C56H119F6N2O37P3S5 overall in a non-equilibrium geometry (wB97M-V/def2-TZVPD, OMol25).

Results
Molar mass: 1779.8 g/mol
Spin multiplicity: 2
Net charge: -1
Electronic energy: -8712.70849 Eh
⟨S²⟩: 0.75

Each line ends with the Mulliken spin population.
Cartesian coordinates (Å):
C 16.652 -18.430 -14.492  -0.0062
C 17.208 -19.816 -14.766  0.0034
C 18.489 -19.799 -15.657  -0.0145
N 18.854 -21.180 -16.283  -0.0229
C 20.362 -20.924 -16.788  0.0834
C 20.892 -22.194 -17.429  -0.3124
C 20.850 -23.467 -16.576  0.3451
C 19.440 -23.744 -15.881  0.3332
C 18.773 -22.406 -15.340  -0.1210
C 17.906 -21.357 -17.451  0.0005
H 16.147 -18.399 -13.526  0.0005
H 16.069 -17.972 -15.291  -0.0004
H 17.374 -17.635 -14.304  0.0015
H 16.381 -20.305 -15.281  0.0049
H 17.399 -20.369 -13.846  -0.0073
H 19.362 -19.490 -15.083  -0.0149
H 18.428 -19.043 -16.441  -0.0010
H 21.059 -20.800 -15.959  0.0560
H 20.436 -19.998 -17.358  -0.0248
H 21.902 -21.836 -17.631  0.1295
H 20.508 -22.211 -18.449  -0.0044
H 21.688 -23.444 -15.879  -0.5803
H 21.314 -24.256 -17.167  0.1637
H 19.530 -24.473 -15.076  -0.1114
H 18.777 -24.250 -16.584  -0.0058
H 19.165 -22.194 -14.346  0.0778
H 17.701 -22.423 -15.146  -0.0177
H 18.237 -20.670 -18.230  0.0171
H 16.869 -21.234 -17.138  -0.0144
H 17.993 -22.330 -17.936  0.0161
C 16.007 -17.590 -20.901  0.0002
F 16.553 -16.437 -21.289  0.0000
F 14.641 -17.526 -21.162  0.0000
F 16.417 -18.554 -21.734  0.0000
S 16.423 -17.898 -19.010  -0.0003
O 15.709 -16.776 -18.345  -0.0001
O 15.849 -19.148 -18.736  0.0005
N 18.092 -17.862 -19.028  -0.0006
S 18.414 -16.400 -18.578  0.0129
O 17.898 -15.294 -19.389  -0.0004
O 18.298 -16.173 -17.163  0.0018
C 20.448 -16.322 -18.745  -0.0017
F 21.063 -17.133 -17.841  0.0088
F 20.849 -16.725 -19.976  0.0001
F 20.818 -15.092 -18.613  0.0011
C 27.623 -20.703 -17.999  -0.0563
C 27.414 -19.459 -17.204  -0.1484
C 25.943 -19.509 -16.687  -0.4093
S 24.927 -20.359 -18.032  1.4880
O 24.225 -19.353 -18.856  -0.1204
O 24.206 -21.481 -17.486  -0.2653
C 26.394 -20.919 -18.877  -0.1473
H 27.889 -21.514 -17.320  0.0551
H 28.505 -20.599 -18.631  -0.0252
H 27.649 -18.709 -17.960  0.0673
H 28.127 -19.327 -16.392  -0.0232
H 25.390 -18.600 -16.450  0.0189
H 25.862 -20.199 -15.847  -0.0280
H 26.446 -20.374 -19.819  -0.0016
H 26.302 -21.979 -19.113  -0.0234
C 25.747 -26.485 -17.114  0.0051
C 25.355 -25.017 -16.799  0.5170
C 24.883 -24.512 -18.240  -0.5866
S 23.962 -25.896 -19.061  1.0868
O 24.580 -26.090 -20.372  -0.0972
O 22.485 -25.815 -18.867  -0.1380
C 24.657 -27.203 -17.956  -0.5500
H 26.133 -27.049 -16.264  -0.1659
H 26.692 -26.505 -17.657  0.1652
H 26.167 -24.418 -16.386  -0.0723
H 24.495 -24.805 -16.165  -0.0904
H 25.746 -24.342 -18.884  -0.0382
H 24.092 -23.764 -18.283  0.0751
H 24.997 -28.060 -18.538  0.0959
H 23.803 -27.459 -17.329  -0.0032
C 18.764 -26.470 -10.891  0.1154
C 17.859 -25.705 -9.884  -0.0645
C 16.646 -25.020 -10.604  -0.1915
S 16.942 -25.254 -12.454  0.0483
O 17.083 -23.979 -13.107  -0.0543
O 16.203 -26.343 -13.115  -0.0369
C 18.699 -25.708 -12.265  0.3812
H 18.434 -27.494 -11.070  0.0073
H 19.747 -26.518 -10.423  -0.1648
H 18.548 -24.982 -9.448  0.1284
H 17.445 -26.227 -9.021  -0.0795
H 16.650 -23.952 -10.387  0.0247
H 15.629 -25.344 -10.382  0.0538
H 19.305 -24.805 -12.336  -0.0688
H 18.993 -26.276 -13.147  -0.0322
C 21.239 -24.568 -21.328  0.0367
O 20.174 -23.752 -21.752  -0.0109
C 19.223 -23.571 -20.929  -0.0108
O 19.139 -23.889 -19.707  -0.0081
O 18.252 -22.887 -21.600  0.0003
C 16.865 -22.968 -21.042  -0.0026
H 21.877 -25.010 -22.093  -0.0011
H 20.789 -25.388 -20.768  -0.0002
H 21.882 -23.917 -20.736  0.0025
H 16.772 -23.435 -20.062  0.0006
H 16.264 -23.507 -21.774  -0.0002
H 16.483 -21.950 -20.966  0.0000
C 13.645 -21.144 -19.425  -0.0001
O 14.694 -21.948 -18.773  -0.0027
C 14.408 -23.001 -17.952  -0.0025
O 13.247 -23.243 -17.606  0.0000
O 15.498 -23.698 -17.931  0.0020
C 15.566 -24.737 -16.994  0.0078
H 14.122 -20.446 -20.113  -0.0001
H 13.030 -20.600 -18.707  -0.0001
H 12.879 -21.763 -19.892  0.0001
H 15.891 -24.333 -16.035  0.0048
H 16.232 -25.565 -17.236  -0.0017
H 14.586 -25.209 -17.069  -0.0006
C 26.267 -24.617 -23.058  0.0225
O 25.933 -23.547 -22.168  -0.0122
C 25.125 -22.564 -22.463  0.0616
O 25.155 -21.828 -23.471  -0.0037
O 24.251 -22.417 -21.414  0.0034
C 23.316 -21.291 -21.271  0.0421
H 26.591 -24.293 -24.047  -0.0003
H 25.452 -25.335 -23.151  -0.0035
H 27.005 -25.202 -22.509  -0.0057
H 23.665 -20.271 -21.432  -0.0032
H 22.953 -21.401 -20.249  0.0040
H 22.389 -21.451 -21.822  -0.0018
C 22.483 -18.901 -24.884  0.0004
O 22.309 -18.961 -23.459  0.0009
C 20.944 -19.204 -23.200  0.0037
O 20.015 -19.186 -24.015  0.0000
O 20.827 -19.608 -21.908  -0.0025
C 19.652 -19.516 -21.170  -0.0042
H 21.733 -18.426 -25.517  0.0001
H 22.628 -19.884 -25.331  -0.0001
H 23.451 -18.419 -25.022  0.0004
H 19.018 -18.782 -21.667  0.0004
H 19.703 -19.317 -20.099  0.0002
H 19.191 -20.503 -21.144  0.0002
C 20.856 -27.649 -16.815  -0.4122
O 19.810 -28.091 -15.964  -0.0426
C 18.516 -27.738 -16.178  0.2858
O 18.075 -26.953 -17.022  -0.0408
O 17.778 -28.557 -15.354  -0.0175
C 16.393 -28.361 -15.391  0.0116
H 21.895 -27.641 -16.485  0.1122
H 20.663 -26.580 -16.902  0.0788
H 20.676 -28.086 -17.797  0.0139
H 16.241 -27.310 -15.148  0.0098
H 15.885 -28.911 -14.599  0.0032
H 16.098 -28.651 -16.399  -0.0034
C 9.057 -18.516 -12.566  -0.0001
C 8.326 -19.466 -13.560  0.0001
O 9.271 -20.009 -14.358  -0.0001
P 9.859 -21.511 -14.308  0.0004
O 8.874 -22.583 -14.089  -0.0001
O 10.628 -21.663 -15.725  0.0005
C 10.020 -21.428 -16.974  0.0001
C 9.298 -22.677 -17.588  0.0000
O 10.974 -21.307 -13.121  -0.0019
C 12.077 -20.537 -13.363  0.0006
C 13.281 -21.509 -13.298  -0.0026
H 8.397 -17.957 -11.903  0.0000
H 9.616 -19.174 -11.900  0.0001
H 9.801 -17.906 -13.078  0.0001
H 7.783 -20.201 -12.966  0.0000
H 7.618 -19.014 -14.255  0.0000
H 9.425 -20.515 -16.953  0.0000
H 10.889 -21.116 -17.553  0.0001
H 8.403 -22.978 -17.042  0.0000
H 8.869 -22.511 -18.576  0.0000
H 10.002 -23.494 -17.748  0.0000
H 12.066 -19.840 -14.200  0.0001
H 12.387 -19.948 -12.500  0.0007
H 14.253 -21.035 -13.432  0.0010
H 13.347 -22.055 -12.357  0.0067
H 13.240 -22.195 -14.144  -0.0013
C 15.452 -16.933 -11.155  0.0044
C 15.269 -15.801 -12.144  -0.0004
O 16.635 -15.430 -12.785  -0.0002
P 17.280 -14.006 -12.514  0.0000
O 17.655 -13.660 -11.108  0.0004
O 18.451 -13.929 -13.707  -0.0010
C 19.376 -14.979 -13.660  0.0028
C 20.450 -14.501 -12.724  0.0036
O 16.076 -13.132 -13.137  -0.0002
C 15.669 -13.242 -14.541  -0.0001
C 14.633 -12.106 -14.900  0.0001
H 14.591 -17.590 -11.023  -0.0009
H 16.408 -17.443 -11.269  -0.0004
H 15.592 -16.564 -10.139  0.0007
H 14.536 -16.135 -12.878  -0.0001
H 14.761 -15.018 -11.581  0.0001
H 18.937 -15.930 -13.358  -0.0005
H 19.785 -15.091 -14.664  0.0000
H 20.151 -14.116 -11.749  0.0012
H 21.196 -15.253 -12.470  -0.0008
H 21.013 -13.633 -13.067  -0.0005
H 16.497 -13.453 -15.218  0.0000
H 15.086 -14.163 -14.569  0.0000
H 13.802 -12.215 -14.203  0.0000
H 15.030 -11.092 -14.951  0.0000
H 14.183 -12.430 -15.839  0.0000
C 17.200 -21.158 -9.443  0.0731
C 17.322 -20.958 -10.993  -0.1880
O 18.469 -21.453 -11.586  -0.1204
P 19.843 -20.503 -11.625  0.4446
O 20.604 -20.576 -12.884  -0.0069
O 19.382 -19.018 -11.440  -0.0801
C 20.302 -18.056 -10.941  0.0407
C 19.808 -17.670 -9.564  -0.0072
O 20.679 -21.057 -10.263  -0.3591
C 21.036 -22.441 -10.320  0.4353
C 22.181 -22.865 -9.525  0.4211
H 17.735 -22.020 -9.043  -0.0042
H 17.626 -20.348 -8.851  0.0025
H 16.126 -21.223 -9.273  -0.0038
H 16.637 -21.702 -11.400  0.0062
H 17.091 -19.987 -11.431  0.0013
H 21.356 -18.336 -10.937  -0.0218
H 20.266 -17.177 -11.584  0.0183
H 20.474 -16.983 -9.041  -0.0053
H 18.837 -17.179 -9.620  0.0079
H 19.641 -18.526 -8.909  0.0045
H 20.139 -22.900 -9.906  0.1266
H 21.171 -22.827 -11.330  -0.3264
H 22.020 -22.671 -8.465  0.0041
H 22.321 -23.943 -9.599  -0.1843
H 23.134 -22.405 -9.788  -0.0516

---

Entry 2:
# C56H122N6O8

A 8-piece molecular cluster, C56H122N6O8 overall in a non-equilibrium geometry (wB97M-V/def2-TZVPD, OMol25).

Results
Molar mass: 1007.6 g/mol
Spin multiplicity: 1
Relative energy (zero: lowest compared OMol25 entry of this formula, charge and spin): 210.9 kcal per mole

Each line ends with the Löwdin charge.
Cartesian coordinates (Å):
C -6.865 -8.936 -3.873  -0.0506
C -7.177 -8.192 -2.578  -0.5255
C -8.601 -7.680 -2.622  -0.0337
C -7.093 -9.329 -1.497  -0.1218
C -7.070 -8.708 -0.092  -0.2080
C -5.929 -7.770 0.005  -0.1423
C -5.886 -6.578 -1.075  -0.4585
C -6.922 -5.585 -0.617  -0.0430
C -4.452 -5.937 -1.020  -0.0285
N -6.176 -7.152 -2.421  -0.1527
O -6.163 -6.232 -3.436  0.0091
H -7.312 -9.930 -3.897  0.0839
H -7.128 -8.406 -4.789  0.0831
H -5.784 -9.080 -3.886  0.0861
H -9.284 -8.461 -2.958  0.0873
H -8.989 -7.384 -1.647  0.0660
H -8.671 -6.833 -3.305  0.0874
H -7.859 -10.094 -1.623  0.1197
H -6.124 -9.811 -1.626  0.1158
H -8.051 -8.267 0.088  0.0995
H -7.036 -9.461 0.696  0.1133
H -4.933 -8.214 0.010  0.1161
H -6.007 -7.371 1.016  0.1162
H -7.808 -6.159 -0.346  0.0635
H -7.323 -4.908 -1.371  0.0881
H -6.506 -5.034 0.227  0.0888
H -3.582 -6.539 -1.286  0.0782
H -4.256 -5.797 0.043  0.0743
H -4.590 -5.015 -1.585  0.0794
H -5.428 -6.647 -3.894  0.1090
C 5.075 7.890 -3.904  -0.0142
C 4.990 7.909 -2.336  -0.4998
C 5.619 9.206 -1.854  -0.0437
C 3.488 7.924 -1.959  -0.1594
C 3.137 7.519 -0.532  -0.1591
C 3.857 6.128 -0.321  -0.1196
C 5.383 6.004 -0.576  -0.4727
C 6.067 6.713 0.725  -0.0116
C 5.754 4.573 -0.801  -0.0355
N 5.745 6.767 -1.780  -0.1337
O 7.086 6.586 -2.143  -0.0062
H 4.860 8.887 -4.290  0.0840
H 6.108 7.567 -4.033  0.0736
H 4.347 7.137 -4.208  0.0770
H 5.832 9.146 -0.786  0.0741
H 6.505 9.402 -2.456  0.0820
H 4.982 10.064 -2.070  0.0810
H 3.180 8.956 -2.127  0.1101
H 2.881 7.350 -2.659  0.1101
H 3.466 8.300 0.154  0.1008
H 2.052 7.443 -0.467  0.1078
H 3.238 5.479 -0.940  0.1124
H 3.703 5.931 0.740  0.1103
H 5.879 6.080 1.592  0.0725
H 5.708 7.721 0.933  0.0604
H 7.141 6.809 0.564  0.0636
H 4.912 4.116 -1.321  0.0863
H 6.003 4.054 0.125  0.0831
H 6.704 4.363 -1.294  0.0814
H 7.580 7.068 -1.476  0.0849
C 5.923 -4.834 -3.550  -0.0288
C 7.359 -4.373 -3.946  -0.4782
C 7.348 -4.159 -5.419  -0.0482
C 7.677 -3.003 -3.244  -0.1423
C 9.126 -2.637 -3.185  -0.1902
C 9.831 -3.790 -2.515  -0.1674
C 9.789 -5.181 -3.220  -0.4911
C 10.833 -5.288 -4.367  -0.0097
C 10.226 -6.056 -2.128  -0.0878
N 8.335 -5.439 -3.519  -0.1258
O 8.220 -6.625 -4.179  -0.0032
H 5.178 -4.089 -3.271  0.0810
H 5.537 -5.438 -4.371  0.0693
H 5.987 -5.485 -2.678  0.0790
H 6.828 -3.209 -5.540  0.0863
H 8.351 -4.071 -5.839  0.0829
H 6.758 -4.932 -5.911  0.0802
H 7.162 -2.239 -3.827  0.1091
H 7.230 -2.984 -2.250  0.1197
H 9.575 -2.513 -4.171  0.1160
H 9.334 -1.740 -2.602  0.1168
H 9.641 -3.772 -1.442  0.1190
H 10.887 -3.520 -2.505  0.1081
H 10.327 -5.255 -5.332  0.0739
H 11.543 -6.108 -4.259  0.0782
H 11.512 -4.435 -4.343  0.0746
H 10.289 -7.067 -2.529  0.0811
H 9.601 -6.166 -1.241  0.0938
H 11.248 -5.834 -1.821  0.0969
H 7.975 -7.239 -3.484  0.1067
C -4.189 8.914 -6.779  -0.0295
C -4.631 7.465 -7.331  -0.4355
C -4.482 7.466 -8.912  -0.0287
C -3.605 6.506 -6.789  -0.1323
C -3.838 6.081 -5.241  -0.1555
C -5.274 5.571 -5.158  -0.1606
C -6.358 6.637 -5.505  -0.5461
C -7.590 5.707 -5.628  -0.0390
C -6.572 7.607 -4.431  -0.0337
N -6.027 7.097 -6.858  -0.0947
O -7.121 7.719 -7.505  -0.0090
H -4.935 9.691 -6.953  0.0618
H -4.106 8.940 -5.693  0.0591
H -3.365 9.419 -7.283  0.0751
H -5.252 8.144 -9.283  0.0705
H -3.486 7.657 -9.310  0.0798
H -4.683 6.503 -9.381  0.0759
H -3.637 5.578 -7.361  0.1095
H -2.590 6.872 -6.944  0.1136
H -3.234 5.309 -4.765  0.1030
H -3.696 6.891 -4.526  0.0898
H -5.390 5.474 -4.079  0.1133
H -5.192 4.617 -5.678  0.1227
H -8.446 6.154 -6.135  0.0768
H -7.877 5.424 -4.616  0.0833
H -7.321 4.817 -6.197  0.0817
H -5.621 8.123 -4.292  0.0741
H -6.741 7.062 -3.502  0.0919
H -7.406 8.258 -4.694  0.0979
H -7.074 8.641 -7.239  0.0849
C 5.652 -7.299 7.406  -0.0507
C 5.898 -5.868 6.900  -0.3842
C 6.090 -4.735 7.998  -0.0178
C 7.301 -6.107 6.087  -0.1540
C 7.617 -4.981 5.232  -0.2228
C 6.495 -4.566 4.251  -0.1134
C 5.117 -4.335 4.879  -0.5438
C 5.037 -2.942 5.284  -0.0599
C 4.023 -4.647 3.797  -0.0231
N 4.845 -5.353 5.901  -0.1192
O 3.507 -5.454 6.296  -0.0175
H 4.562 -7.305 7.431  0.0661
H 5.800 -8.154 6.747  0.0835
H 5.853 -7.504 8.457  0.0821
H 5.102 -4.334 8.227  0.0705
H 6.549 -5.130 8.904  0.0715
H 6.778 -3.942 7.705  0.0613
H 8.014 -6.342 6.877  0.1239
H 7.098 -6.969 5.452  0.1106
H 7.920 -4.136 5.850  0.1031
H 8.503 -5.192 4.633  0.1131
H 6.440 -5.382 3.530  0.1141
H 6.851 -3.692 3.706  0.1212
H 4.117 -2.698 5.814  0.0854
H 5.098 -2.138 4.550  0.0981
H 5.705 -2.761 6.126  0.0758
H 3.015 -4.533 4.194  0.0745
H 4.183 -5.653 3.407  0.0858
H 4.113 -3.864 3.044  0.0803
H 3.343 -4.768 6.947  0.0855
C -6.242 1.166 7.341  -0.0347
C -7.140 1.225 6.059  -0.4815
C -7.131 -0.078 5.351  -0.0442
C -8.600 1.620 6.511  -0.1348
C -9.542 2.044 5.392  -0.1646
C -8.803 3.172 4.614  -0.1480
C -7.352 2.966 4.070  -0.4778
C -7.362 2.016 2.890  -0.0361
C -6.772 4.400 3.840  -0.0232
N -6.623 2.344 5.226  -0.1649
O -5.287 2.281 4.968  -0.0226
H -6.682 0.564 8.135  0.0794
H -5.262 0.727 7.153  0.0789
H -6.125 2.166 7.758  0.0809
H -8.086 -0.400 4.936  0.0787
H -6.381 -0.146 4.563  0.0900
H -6.936 -0.826 6.120  0.0836
H -9.031 0.735 6.980  0.1129
H -8.663 2.393 7.276  0.1162
H -9.611 1.226 4.675  0.0912
H -10.538 2.435 5.601  0.1120
H -8.898 4.088 5.197  0.1083
H -9.268 3.481 3.678  0.1092
H -7.986 1.122 2.898  0.0826
H -6.360 1.632 2.699  0.0781
H -7.425 2.573 1.955  0.0814
H -6.654 5.025 4.726  0.0852
H -7.380 4.929 3.106  0.0825
H -5.780 4.186 3.443  0.0740
H -4.952 3.028 5.470  0.1073
C 0.479 3.849 8.030  -0.2120
O -0.710 4.376 7.563  -0.0930
H 0.519 2.783 7.802  0.0738
H 1.360 4.272 7.547  0.0750
H 0.699 3.762 9.094  0.0771
H -1.010 5.025 8.204  0.0792
C -0.199 0.525 0.874  -0.1766
O 0.498 1.172 1.928  -0.1156
H -0.813 1.185 0.261  0.0708
H 0.478 -0.103 0.295  0.0814
H -1.005 -0.090 1.275  0.0700
H -0.218 1.486 2.484  0.0700

---

Q: Number 1 is which compound?
A: C56H119F6N2O37P3S5

---

Q: Among the records above, which one has the highest spin multiplicity?
A: C56H119F6N2O37P3S5

---

Q: Among the records above, which one has the lowest molar mass?
A: C56H122N6O8